Record 1
DFT (wB97M-V/def2-TZVPD) results for a gas-phase ion, C3H4ClN2O (charge +1) at a distorted geometry.

Electronic energy: -761.18659 a.u.
SMILES: O=[N+]1CCN=C1Cl
Energy above the lowest of the compared OMol25 structures with the same formula, charge and spin: 398.98 kJ/mol
M: 119.53 g/mol
Frontier orbital gap: 7.9 eV
Max |F|: 5.8 eV/A
HOMO: -0.5910 Eh

Geometry as ORCA input:
```
! RIJCOSX wB97M-V def2-TZVPD def2/J DEFGRID3
* xyz 1 1
C -1.29 -0.34 -0.11
C 0.86 -0.92 -0.05
C 0.76 0.63 -0.04
N -0.50 -1.32 -0.07
N -0.67 0.91 -0.01
O -1.13 2.00 -0.03
Cl -3.39 -0.55 -0.03
H 1.51 -1.41 -0.82
H 1.18 -1.05 1.00
H 1.24 0.85 0.94
H 1.43 1.19 -0.77
*
```

For reference, the Löwdin charges in units of e are: atom 1 (C): -0.366, atom 2 (C): -0.125, atom 3 (C): -0.031, atom 4 (N): 0.171, atom 5 (N): -0.117, atom 6 (O): 0.277, atom 7 (Cl): 0.503, atom 8 (H): 0.172, atom 9 (H): 0.153, atom 10 (H): 0.170, atom 11 (H): 0.192



Record 2
DFT (wB97M-V/def2-TZVPD) results for C5H13NS in the gas phase at a distorted geometry.

Electronic energy: -651.19526 a.u.
SMILES: CCCNCCS
Energy above the lowest of the compared OMol25 structures with the same formula, charge and spin: 127.87 kJ/mol
M: 119.23 g/mol
Frontier orbital gap: 9.8 eV
Max |F|: 3.4 eV/A
HOMO: -0.3271 Eh

Geometry as ORCA input:
```
! RIJCOSX wB97M-V def2-TZVPD def2/J DEFGRID3
* xyz 0 1
C -0.64 1.31 0.15
N -0.72 0.00 -0.54
C 0.25 -0.09 -1.67
C 1.21 -1.22 -1.54
S 2.96 -0.85 -0.96
C -1.15 1.03 1.62
C -0.64 -0.30 2.27
H 0.38 1.66 0.20
H -1.39 2.02 -0.22
H -1.67 -0.15 -0.86
H 0.68 0.89 -1.91
H -0.32 -0.27 -2.62
H 1.01 -1.95 -0.76
H 1.27 -1.83 -2.44
H 3.68 -1.07 -2.08
H -2.23 0.84 1.62
H -1.12 1.87 2.33
H -0.08 -0.94 1.59
H -0.01 -0.06 3.11
H -1.47 -0.88 2.72
*
```

For reference, the Löwdin charges in units of e are: atom 1 (C): -0.212, atom 2 (N): -0.084, atom 3 (C): -0.300, atom 4 (C): -0.525, atom 5 (S): 0.645, atom 6 (C): -0.229, atom 7 (C): -0.115, atom 8 (H): 0.104, atom 9 (H): 0.105, atom 10 (H): 0.112, atom 11 (H): 0.106, atom 12 (H): 0.115, atom 13 (H): 0.043, atom 14 (H): 0.067, atom 15 (H): -0.173, atom 16 (H): 0.084, atom 17 (H): 0.096, atom 18 (H): 0.045, atom 19 (H): 0.050, atom 20 (H): 0.066